Record 1
C6H9N3 | wB97M-V/def2-TZVPD

As for the orbital gap: 8.97 eV. The calculation puts the LUMO energy at 0.7 eV. The calculation puts the energy above the lowest of the compared OMol25 structures with the same formula, charge and spin at 129.3 kJ/mol. The total energy is -398.2262 Ha. Its SMILES is [H]/N=C(/C)Cc1cnc[nH]1.

```
18
Properties=species:S:1:pos:R:3:forces:R:3:nbo_charge:R:1
C -1.828 -1.295 -0.338 0.0336 0.9209 1.4105 -0.12
C -3.089 0.449 -0.382 0.9704 -0.7469 0.6602 0.14
C -1.247 -0.335 0.460 1.5682 -0.3663 -0.0198 0.09
C 1.503 -0.612 0.184 -4.2626 0.6733 0.2259 0.39
C 1.155 -0.541 -1.290 1.7511 -2.3528 -1.0492 -0.70
C 0.043 -0.325 1.199 2.8080 2.2561 -2.5188 -0.51
N -2.992 -0.800 -0.814 -0.7194 1.5230 -0.0610 -0.43
N 2.650 -0.826 0.553 2.1926 -0.0490 -0.1102 -0.67
N -2.011 0.785 0.454 -0.2994 -1.7724 -1.2049 -0.54
H -1.562 -2.326 -0.412 0.2489 -0.3291 -0.3520 0.21
H -3.934 1.060 -0.506 -0.6945 0.7476 -0.2463 0.20
H 0.382 0.154 -1.416 -0.7553 1.5320 -0.4607 0.22
H 0.618 -1.495 -1.693 1.3186 1.3150 0.8532 0.24
H 2.137 -0.334 -1.896 -2.1090 -0.3600 1.0589 0.24
H 0.281 0.640 1.771 -0.5418 -1.4532 -0.6903 0.21
H 0.015 -1.147 1.792 0.4316 -2.2302 2.3311 0.22
H 3.024 -0.770 1.486 -0.7993 -0.1200 0.5411 0.37
H -1.573 1.533 0.967 -1.1415 0.8118 -0.3675 0.43
```
Forces are in eV/Å.

=====

Record 2
C6H9N3 | wB97M-V/def2-TZVPD

As for the orbital gap (spin up / spin down): 5.38 / 7.67 eV. The calculation puts the LUMO energy (spin up / spin down) at 0.8 / -1.9 eV. Its spin multiplicity is 3. The calculation puts the energy above the lowest of the compared OMol25 structures with the same formula, charge and spin at 203.3 kJ/mol. The total energy is -398.0213 Ha. Its expectation value of S² is 2.02.

```
18
Properties=species:S:1:pos:R:3:forces:R:3:nbo_charge:R:1
C 2.468 -0.652 -0.186 2.7591 -5.5427 -1.6213 0.03
C 0.973 0.600 0.582 -5.9885 0.3749 -0.2823 0.47
C -1.070 -0.774 0.759 -0.7299 -2.2212 -1.0406 -0.45
C -0.019 -1.243 -0.329 -2.8722 -1.4208 -1.8093 -0.19
C -0.944 0.683 0.587 3.9608 1.8356 1.0586 -0.15
C -1.406 1.304 -0.710 -0.5447 1.9955 -0.0079 -0.66
N 3.036 0.521 0.314 2.5877 2.4527 0.3621 -0.16
N 2.063 1.205 0.823 0.9763 2.7518 1.6855 -0.33
N 1.159 -0.542 -0.141 -3.3434 0.9738 0.0912 -0.51
H 2.971 -1.453 -0.728 0.0615 0.6826 0.2050 0.19
H -2.120 -1.248 0.626 1.5752 1.0490 -0.4949 0.23
H -0.805 -1.155 1.719 0.5637 0.1883 0.9478 0.22
H 0.142 -2.317 -0.474 -0.1380 0.1122 0.4074 0.22
H -0.575 -0.871 -1.257 0.9405 -0.8642 0.4027 0.17
H -1.141 1.365 1.405 -0.3057 -0.4209 0.4126 0.23
H -0.637 1.229 -1.520 -1.1492 -0.0265 0.4277 0.24
H -1.670 2.411 -0.538 0.9888 -1.4282 -0.2490 0.23
H -2.424 0.938 -0.933 0.6580 -0.4919 -0.4954 0.23
```
Forces are in eV/Å.

=====

Record 3
C6H9N3O | wB97M-V/def2-TZVPD

As for the orbital gap: 9.32 eV. The calculation puts the LUMO energy at 0.7 eV. The calculation puts the energy above the lowest of the compared OMol25 structures with the same formula, charge and spin at 553.0 kJ/mol. The total energy is -473.3391 Ha. Its SMILES is CCn1ccnc1/C=N/O.

```
19
Properties=species:S:1:pos:R:3:forces:R:3:nbo_charge:R:1
C 0.538 -1.956 -0.355 -3.9939 10.1788 3.1610 -0.61
C 0.271 -0.800 -1.338 3.0186 0.2397 -0.3219 -0.20
C -1.408 1.002 -1.477 1.6499 -1.7127 -2.0708 -0.07
C -2.041 1.792 -0.676 1.2290 -0.1377 4.3882 -0.12
C -0.549 0.927 0.502 2.7002 -2.5990 -0.7840 0.30
C 0.406 0.607 1.585 -5.0387 -0.0197 2.9341 0.02
H -0.363 -2.360 0.043 -1.2311 0.5905 0.7734 0.21
H 0.915 -2.738 -0.555 5.4652 -10.2081 -4.9621 0.20
H 1.226 -1.698 0.436 -0.3622 0.7786 0.5452 0.22
H -0.454 -1.055 -1.999 -1.8598 -1.8458 -2.3015 0.20
H 1.086 -0.387 -2.037 -0.2727 -1.2269 1.4169 0.20
H -1.616 0.923 -2.506 0.0287 -0.6028 -1.0376 0.21
H -2.902 2.259 -0.683 -4.0021 2.5491 -1.2624 0.20
H -0.319 0.514 2.679 2.8833 0.5064 -2.8639 0.18
H 3.272 0.132 2.490 -3.5606 0.7329 -0.2413 0.48
N -0.373 0.353 -0.824 -2.2568 3.6964 3.6970 -0.36
N -1.558 1.711 0.652 0.7076 -0.2213 -1.6040 -0.43
N 1.630 0.435 1.457 0.1200 0.6053 -2.5511 -0.14
O 2.240 0.341 2.606 4.7755 -1.3038 3.0849 -0.53
```
Forces are in eV/Å.

=====

Record 4
C6H9N3O | wB97M-V/def2-TZVPD

As for the orbital gap: 8.84 eV. The calculation puts the LUMO energy at 0.4 eV. The calculation puts the energy above the lowest of the compared OMol25 structures with the same formula, charge and spin at 354.9 kJ/mol. The total energy is -473.4145 Ha. Its SMILES is CC(=O)Nc1nccn1C.

```
19
Properties=species:S:1:pos:R:3:forces:R:3:nbo_charge:R:1
C -3.304 0.411 -0.322 3.3941 0.0585 -6.0253 -0.68
C -1.946 -0.162 0.207 -2.9897 3.3533 -3.9836 0.70
C 0.415 -0.212 -0.274 -0.8154 0.3083 -0.1313 0.48
C 2.100 -1.443 -0.149 2.9136 -0.4294 0.7034 -0.09
C 2.575 -0.151 0.097 2.3499 0.3433 0.8911 -0.11
C 1.388 2.020 0.216 4.2515 -1.4404 12.2902 -0.37
H -4.106 -0.074 -0.008 -3.2145 -2.3677 1.8748 0.22
H -3.462 0.379 -1.627 0.9542 -0.3563 3.6686 0.19
H -3.458 1.423 -0.234 0.0049 2.5754 0.8900 0.21
H -0.874 1.303 -0.932 -0.4970 -3.3011 1.0431 0.41
H 2.780 -2.353 -0.129 -1.3971 1.2190 -0.1494 0.21
H 3.649 0.433 0.422 -3.4063 -2.2744 -1.1796 0.23
H 0.872 2.525 1.240 0.1936 -1.9915 -2.9277 0.22
H 2.487 2.391 0.711 -2.5012 -1.2433 -2.0085 0.22
H 1.248 2.528 -0.539 -1.7155 5.0789 -7.6201 0.16
N -0.874 0.257 -0.555 1.1774 3.3167 -0.7066 -0.65
N 0.757 -1.454 -0.372 0.6680 -0.4588 -0.2363 -0.44
N 1.439 0.615 0.034 -0.2631 0.5880 0.2171 -0.39
O -1.968 -0.908 1.087 0.8927 -2.9784 3.3898 -0.53
```
Forces are in eV/Å.